No. 1
# C6H10O

A single C6H10O molecule (ωB97M-V/def2-TZVPD, the Open Molecules 2025 dataset).

The total charge is 0. As for the LUMO energy: 0.94 eV. Its energy above the lowest of the compared OMol25 structures with the same formula, charge and spin is 121.5 kJ/mol. As for the HOMO-LUMO gap: 10.001 eV. As for the SMILES: C/C=C\CCC=O.

Each line ends with the natural charge from an NBO analysis.
Atoms and positions in Å:
C  -1.923  0.373  0.572  -0.666
C  -0.587  0.988  0.879  -0.182
C  0.542  1.232  0.207  -0.191
C  1.230  0.524  -0.934  -0.439
C  0.926  -0.993  -1.011  -0.516
C  0.357  -1.566  0.276  0.453
O  0.957  -1.603  1.323  -0.525
H  -2.184  -0.452  1.249  0.223
H  -2.085  0.067  -0.468  0.210
H  -2.644  1.172  0.788  0.231
H  -0.562  1.391  1.886  0.198
H  1.176  1.961  0.703  0.201
H  2.299  0.646  -0.730  0.222
H  1.072  0.991  -1.915  0.224
H  0.238  -1.210  -1.834  0.209
H  1.860  -1.541  -1.190  0.239
H  -0.671  -1.982  0.199  0.107

No. 2
# C2H61IO32

30 unconnected molecules or ions with the total composition C2H61IO32 (ωB97M-V/def2-TZVPD, the Open Molecules 2025 dataset).

The total charge is 0. As for the LUMO energy: -1.62 eV. As for the HOMO-LUMO gap: 8.663 eV.

Each line ends with the Löwdin charge.
Atoms and positions in Å:
C  1.288  -2.622  1.133  -0.007
O  -0.111  -2.906  0.925  -0.076
C  -0.983  -1.932  1.126  -0.699
O  -0.768  -0.751  1.269  0.120
O  -2.245  -2.425  1.257  -0.604
I  -2.836  -3.977  0.133  1.091
H  1.433  -1.814  1.857  0.108
H  1.713  -3.554  1.503  0.077
H  1.748  -2.369  0.180  0.075
O  1.815  -4.434  3.650  -0.069
H  0.878  -4.197  3.679  0.047
H  1.922  -4.990  4.433  0.063
O  2.736  -7.103  2.912  -0.049
H  3.610  -6.738  2.739  0.043
H  2.149  -6.334  2.886  0.014
O  0.520  1.892  0.632  -0.048
H  0.081  1.023  0.628  0.023
H  1.369  1.693  1.042  0.061
O  1.842  -0.606  -1.162  -0.070
H  2.096  -0.950  -2.029  0.019
H  1.078  -0.038  -1.354  -0.001
O  0.115  1.478  -2.109  -0.057
H  0.061  1.970  -2.938  0.039
H  -0.003  2.138  -1.412  0.028
O  1.924  2.785  -3.998  -0.053
H  2.417  3.313  -3.356  0.025
H  2.572  2.106  -4.209  0.013
O  0.037  5.141  -3.344  -0.057
H  0.428  5.710  -2.670  0.010
H  0.729  4.527  -3.618  -0.009
O  0.748  -2.710  5.802  -0.059
H  1.616  -2.314  5.647  0.012
H  0.152  -1.954  5.808  0.036
O  4.697  2.309  -3.439  -0.060
H  5.197  2.628  -2.682  0.042
H  4.998  2.867  -4.174  0.011
O  -3.103  -4.141  3.878  -0.064
H  -2.445  -3.993  4.568  0.025
H  -2.917  -3.456  3.225  -0.010
O  -3.092  2.129  -2.117  -0.037
H  -2.835  2.914  -2.616  0.069
H  -2.270  1.634  -1.999  0.041
O  -0.317  6.281  -0.475  -0.052
H  -1.281  6.307  -0.486  0.014
H  -0.082  5.758  0.302  0.003
O  3.244  -0.367  -3.705  -0.053
H  3.840  -0.100  -2.995  0.038
H  3.509  0.200  -4.433  0.027
O  3.940  -7.530  -0.157  -0.055
H  3.624  -7.394  0.743  -0.008
H  4.297  -8.423  -0.158  0.036
O  -1.052  -5.797  4.937  -0.054
H  -0.774  -6.594  5.403  0.042
H  -1.867  -6.032  4.474  0.038
O  -5.769  2.150  -3.773  -0.069
H  -6.202  1.303  -3.937  0.015
H  -4.946  1.884  -3.348  -0.019
O  4.415  -2.931  3.291  -0.060
H  3.683  -3.499  3.562  -0.013
H  5.206  -3.331  3.662  0.032
O  2.548  7.075  -0.658  -0.062
H  1.586  7.137  -0.665  -0.003
H  2.748  6.535  0.113  0.016
O  -5.533  0.363  -0.630  -0.061
H  -5.047  0.606  0.169  0.010
H  -5.199  0.958  -1.308  -0.015
O  -3.160  6.615  -1.213  -0.046
H  -2.782  6.262  -2.028  0.044
H  -3.959  7.068  -1.502  0.051
O  -4.088  -0.382  2.553  -0.042
H  -3.647  0.174  3.201  0.039
H  -3.422  -1.014  2.260  -0.012
O  -0.079  -8.506  3.936  -0.047
H  0.795  -8.142  3.756  0.010
H  -0.670  -7.747  3.900  -0.001
O  5.452  4.470  -5.163  -0.038
H  6.285  4.922  -5.327  0.056
H  4.772  5.147  -5.237  0.060
O  -4.338  3.036  0.403  -0.065
H  -3.957  2.708  -0.426  -0.017
H  -5.118  3.532  0.139  0.042
O  -5.216  -0.650  -4.579  -0.054
H  -5.704  -1.467  -4.743  0.016
H  -4.407  -0.914  -4.132  0.041
O  0.974  4.782  1.560  -0.047
H  1.344  4.531  2.411  0.057
H  0.486  4.001  1.264  0.023
O  3.721  4.198  -1.146  -0.041
H  2.765  4.323  -1.142  0.023
H  3.884  3.640  -0.378  0.044
O  -6.888  -2.075  -6.532  -0.045
H  -6.608  -2.548  -7.320  0.044
H  -7.639  -1.541  -6.809  0.047
O  2.695  -0.662  6.733  -0.047
H  3.512  -0.327  7.117  0.045
H  2.064  0.058  6.834  0.043

No. 3
# C16H19MnN5O2

A molecular structure, C16H19MnN5O2 (ωB97M-V/def2-TZVPD, the Open Molecules 2025 dataset).

As for the expectation value of S²: 8.755. The total charge is +2. Its spin multiplicity is 6. As for the LUMO energy (spin up / spin down): -6.83 / -7.06 eV. Its energy above the lowest of the compared OMol25 structures with the same formula, charge and spin is 0.0 kJ/mol. As for the HOMO-LUMO gap (spin up / spin down): 8.856 / 8.678 eV.

Each line ends with the Löwdin spin population.
Atoms and positions in Å:
Mn  0.011  0.451  0.213  4.699
N  -2.095  0.218  -0.313  0.037
C  -2.498  1.231  -1.353  0.008
C  -1.257  1.833  -1.975  0.019
C  -0.419  0.836  -2.783  0.009
C  1.066  1.111  -2.665  0.007
N  1.559  0.639  -1.322  0.037
H  -2.290  -0.721  -0.648  0.005
H  -2.692  0.322  0.503  0.005
H  -3.105  1.994  -0.872  0.000
H  -3.120  0.752  -2.109  0.001
H  -0.659  2.285  -1.166  0.007
H  -1.515  2.690  -2.597  0.002
H  -0.735  0.850  -3.825  0.001
H  -0.598  -0.197  -2.455  0.004
H  1.265  2.179  -2.733  0.000
H  1.633  0.624  -3.455  0.001
H  2.361  1.194  -1.034  0.004
H  1.939  -0.299  -1.438  0.005
O  2.050  -0.368  7.509  0.000
N  1.822  -1.073  6.560  0.000
O  1.999  -2.272  6.522  0.000
C  1.416  -0.393  5.293  -0.001
C  1.261  0.932  5.380  -0.001
C  0.870  1.700  4.233  0.001
C  0.698  3.097  4.290  0.008
C  0.325  3.778  3.162  0.001
C  0.126  3.054  1.987  0.014
N  0.283  1.739  1.909  0.041
C  0.653  1.057  3.026  0.009
C  0.824  -0.381  2.939  0.009
N  0.598  -0.953  1.725  0.041
C  0.740  -2.264  1.586  0.015
C  1.117  -3.083  2.642  0.001
C  1.349  -2.524  3.871  0.008
C  1.206  -1.128  4.058  0.001
H  1.436  1.421  6.329  0.000
H  0.864  3.619  5.224  0.000
H  0.184  4.850  3.165  0.000
H  -0.168  3.564  1.078  0.001
H  0.549  -2.685  0.606  0.002
H  1.224  -4.148  2.489  0.000
H  1.641  -3.143  4.701  0.000

No. 4
# C28H27IrN5O2S2

A molecular structure, C28H27IrN5O2S2 at a distorted geometry (ωB97M-V/def2-TZVPD, the Open Molecules 2025 dataset).

The total charge is +1. As for the LUMO energy: -3.24 eV. Its energy above the lowest of the compared OMol25 structures with the same formula, charge and spin is 62.1 kJ/mol. As for the HOMO-LUMO gap: 7.197 eV.

Each line ends with the natural charge from an NBO analysis.
Atoms and positions in Å:
Ir  0.138  -0.035  -0.089  0.929
C  0.127  4.086  -3.650  -0.746
S  -0.467  2.451  -4.149  0.341
C  -0.499  1.578  -2.643  -0.067
S  0.712  1.850  -1.395  -0.130
N  -1.432  0.669  -2.595  -0.392
N  -1.338  -0.176  -1.529  -0.261
C  -2.243  -1.036  -1.289  0.108
C  -2.054  -1.887  -0.108  0.148
C  -2.921  -2.917  0.201  -0.200
C  -2.717  -3.659  1.356  -0.137
C  -1.641  -3.354  2.169  -0.235
C  -0.797  -2.319  1.796  0.081
N  -0.993  -1.604  0.693  -0.425
H  0.592  4.531  -4.526  0.243
H  0.857  3.984  -2.852  0.240
H  -0.716  4.693  -3.329  0.220
H  -3.129  -1.098  -1.913  0.223
H  -3.750  -3.116  -0.463  0.239
H  -3.390  -4.462  1.625  0.238
H  -1.455  -3.901  3.081  0.241
H  0.073  -2.056  2.385  0.231
C  2.859  0.269  3.282  -0.182
C  3.729  -0.796  3.053  -0.237
C  3.591  -1.548  1.905  -0.161
C  2.575  -1.256  0.986  -0.193
C  1.722  -0.179  1.183  -0.106
C  1.890  0.586  2.343  -0.266
C  2.305  -2.068  -0.192  0.269
C  2.899  -3.343  -0.356  -0.253
C  2.577  -4.111  -1.422  -0.093
C  1.681  -3.620  -2.396  -0.124
C  1.295  -4.397  -3.511  -0.164
C  0.430  -3.897  -4.438  -0.206
C  -0.029  -2.572  -4.311  -0.178
C  0.336  -1.801  -3.243  -0.238
C  1.151  -2.323  -2.219  0.247
N  1.432  -1.583  -1.082  -0.441
H  2.949  0.854  4.189  0.213
H  4.505  -1.035  3.767  0.223
H  4.283  -2.361  1.727  0.210
H  1.235  1.428  2.532  0.190
H  3.582  -3.708  0.395  0.230
H  3.000  -5.101  -1.545  0.227
H  1.701  -5.397  -3.608  0.221
H  0.109  -4.501  -5.276  0.227
H  -0.680  -2.155  -5.069  0.228
H  0.017  -0.779  -3.189  0.234
O  -2.795  1.396  0.219  -0.617
C  -1.915  1.978  0.806  0.786
O  -0.744  1.536  1.164  -0.749
C  -2.117  3.463  1.195  -0.158
N  -0.804  3.923  1.806  -0.541
C  -1.070  4.400  3.194  -0.224
C  -2.338  3.655  3.595  -0.421
C  -3.158  3.658  2.297  -0.413
H  -2.351  4.008  0.285  0.252
H  -0.298  4.594  1.234  0.436
H  -0.304  2.993  1.756  0.479
H  -1.252  5.473  3.172  0.218
H  -0.212  4.200  3.831  0.233
H  -2.852  4.161  4.408  0.246
H  -2.107  2.636  3.911  0.223
H  -3.656  4.620  2.181  0.222
H  -3.911  2.875  2.255  0.258

| no. | energy (hartree) |
| --- | --- |
| 1 | -309.796077 |
| 2 | -2818.146888 |
| 3 | -2195.835159 |
| 4 | -2408.032527 |